# 1
C45H80BIN10O2PS2Ti as an isolated structure, computed with ωB97M-V/def2-TZVPD.

The calculation puts the HOMO-LUMO gap (spin up / spin down) at 5.1 / 4.1 eV. The expectation value of S² is 0.76. As for the charge: 0. As for the multiplicity: 2. For the LUMO energy (spin up / spin down), the calculation gives -0.7 / -1.8 eV. The energy above the lowest of the compared OMol25 structures with the same formula, charge and spin is 57.4 kJ/mol.

```
143
C45H80BIN10O2PS2Ti ωB97M-V/def2-TZVPD
Ti 0.634 -0.370 0.343
C 1.287 -4.323 3.145
C 1.831 -2.896 3.084
C 2.807 -2.657 4.244
C 0.706 -1.906 3.178
C -0.157 -1.876 4.255
C -0.932 -0.741 4.122
C -1.979 -0.386 5.148
C -1.827 0.967 5.838
C -3.405 -0.586 4.633
N -0.568 -0.128 2.983
N 0.435 -0.856 2.373
B -0.907 1.286 2.463
N -1.485 1.238 0.963
N -0.604 1.418 -0.069
C -1.228 2.111 -1.017
C -2.561 2.314 -0.640
C -2.690 1.725 0.605
C -3.927 1.480 1.421
C -5.041 0.978 0.498
C -4.397 2.685 2.233
C -0.495 2.659 -2.209
C 0.695 3.491 -1.727
C -1.401 3.512 -3.094
N 0.345 2.143 2.328
N 1.383 1.630 1.590
C 2.295 2.611 1.493
C 1.824 3.740 2.169
C 0.591 3.425 2.668
C -0.313 4.433 3.321
C -1.371 4.912 2.323
C -0.918 4.035 4.661
C 3.663 2.745 0.843
C 3.990 1.949 -0.414
C 4.782 2.654 1.886
H 2.079 -5.047 2.938
H 0.477 -4.469 2.433
H 0.891 -4.537 4.140
H 2.370 -2.749 2.154
H 2.347 -2.942 5.192
H 3.085 -1.607 4.332
H 3.705 -3.265 4.106
H -0.157 -2.540 5.102
H -1.810 -1.148 5.912
H -2.360 1.738 5.284
H -0.779 1.255 5.937
H -2.274 0.917 6.833
H -3.689 0.230 3.969
H -4.103 -0.576 5.473
H -3.519 -1.531 4.099
H -1.751 1.760 3.154
H -3.325 2.827 -1.201
H -3.676 0.668 2.101
H -5.345 1.755 -0.207
H -5.917 0.699 1.085
H -4.711 0.107 -0.071
H -4.567 3.548 1.585
H -3.673 2.970 2.995
H -5.338 2.447 2.733
H -0.127 1.818 -2.798
H 0.343 4.375 -1.188
H 1.304 3.825 -2.571
H 1.321 2.929 -1.038
H -2.251 2.953 -3.490
H -1.790 4.366 -2.535
H -0.832 3.900 -3.941
H 2.343 4.678 2.286
H 0.355 5.277 3.512
H -2.007 4.087 2.004
H -0.901 5.329 1.430
H -2.007 5.678 2.772
H -1.769 3.375 4.519
H -1.276 4.927 5.180
H -0.185 3.523 5.287
H 3.644 3.792 0.525
H 4.453 0.991 -0.198
H 4.698 2.518 -1.023
H 3.102 1.775 -1.011
H 4.862 1.653 2.301
H 4.596 3.335 2.717
H 5.738 2.917 1.423
C -2.907 -3.967 0.223
C -1.645 -3.147 0.169
S -1.784 -1.484 0.360
C -0.403 -3.763 -0.017
C -0.267 -5.256 -0.147
S 1.012 -2.849 -0.056
H -3.762 -3.333 0.444
H -2.840 -4.739 0.993
H -3.091 -4.470 -0.731
H -1.199 -5.734 -0.447
H 0.036 -5.693 0.807
H 0.509 -5.513 -0.868
N 4.342 -1.634 -0.200
C 3.572 -0.948 0.758
O 2.399 -0.524 0.209
C 3.907 -0.654 2.005
I 2.214 1.124 5.260
H 3.799 -2.355 -0.661
H 5.178 -2.031 0.205
H 3.271 -0.048 2.642
H 4.837 -1.032 2.411
O 0.261 -0.553 -1.724
P 0.391 -1.029 -3.148
N 1.868 -0.652 -3.729
C 2.666 0.443 -3.131
C 3.595 0.904 -4.261
C 2.896 0.431 -5.537
C 2.328 -0.913 -5.101
N -0.862 -0.311 -3.946
C -2.181 -0.097 -3.306
C -3.173 -0.299 -4.446
C -2.392 0.192 -5.664
C -0.982 -0.337 -5.408
N 0.242 -2.620 -3.518
C -1.086 -3.250 -3.661
C -0.790 -4.747 -3.741
C 0.651 -4.808 -4.245
C 1.309 -3.632 -3.535
H 3.216 0.076 -2.268
H 2.011 1.248 -2.800
H 4.566 0.413 -4.169
H 3.764 1.979 -4.233
H 3.565 0.351 -6.392
H 2.080 1.111 -5.800
H 3.125 -1.664 -5.095
H 1.521 -1.287 -5.729
H -2.253 0.914 -2.911
H -2.335 -0.772 -2.464
H -4.100 0.250 -4.281
H -3.425 -1.356 -4.557
H -2.377 1.284 -5.680
H -2.797 -0.154 -6.614
H -0.218 0.288 -5.876
H -0.868 -1.355 -5.804
H -1.569 -2.900 -4.576
H -1.741 -3.013 -2.819
H -1.498 -5.270 -4.383
H -0.852 -5.190 -2.748
H 0.683 -4.656 -5.327
H 1.144 -5.754 -4.023
H 2.183 -3.261 -4.066
H 1.620 -3.898 -2.522
```

# 2
C20H38BrF3NO5PS2 as an isolated structure, computed with ωB97M-V/def2-TZVPD.

The calculation puts the HOMO-LUMO gap at 9.3 eV. As for the charge: 0. As for the multiplicity: 1. For the LUMO energy, the calculation gives 0.3 eV.

```
71
C20H38BrF3NO5PS2 ωB97M-V/def2-TZVPD
C 3.300 -3.326 0.552
C 3.725 -1.863 0.501
C 2.683 -0.953 -0.136
N 1.629 -0.676 0.838
C 0.616 0.303 0.512
O 0.600 0.519 -0.875
C -0.787 -0.268 0.860
O -1.025 -1.403 0.078
C -2.156 -1.353 -0.795
C -2.086 -2.552 -1.730
C -1.777 -3.824 -0.943
C -3.363 -2.667 -2.580
C -4.627 -2.888 -1.747
C -3.530 -1.476 -3.547
C -1.049 -0.600 2.332
Br -0.217 -2.213 2.996
P -2.902 -0.801 2.615
S -3.819 -2.464 2.320
O -0.747 0.520 3.143
S 0.602 1.407 3.017
O 1.686 0.602 3.480
O 0.229 2.603 3.683
C 0.807 1.709 1.208
C -0.286 2.769 0.865
C -0.964 2.871 -0.509
C -0.341 3.767 -1.556
F -1.303 4.265 -2.366
F 0.299 4.821 -1.016
F 0.538 3.139 -2.346
C 2.270 2.246 1.084
C 2.614 3.395 2.050
C 2.622 2.675 -0.352
C 4.132 2.644 -0.605
H 2.983 -3.661 -0.438
H 2.473 -3.480 1.246
H 4.124 -3.966 0.867
H 3.938 -1.507 1.515
H 4.658 -1.767 -0.060
H 3.155 -0.046 -0.530
H 2.237 -1.480 -0.984
H 2.031 -0.505 1.750
H 0.305 -0.317 -1.272
H -1.526 0.506 0.622
H -3.077 -1.388 -0.201
H -2.159 -0.410 -1.357
H -1.263 -2.386 -2.439
H -2.443 -3.934 -0.086
H -0.756 -3.813 -0.566
H -1.894 -4.699 -1.587
H -3.221 -3.564 -3.190
H -4.489 -3.637 -0.967
H -5.444 -3.215 -2.392
H -4.957 -1.964 -1.265
H -4.439 -0.911 -3.336
H -2.691 -0.779 -3.497
H -3.600 -1.809 -4.582
H -3.341 0.284 1.833
H -2.963 -0.268 3.909
H -1.100 2.640 1.577
H 0.123 3.749 1.103
H -1.945 3.318 -0.338
H -1.133 1.912 -0.987
H 2.924 1.414 1.348
H 1.790 4.093 2.196
H 2.906 3.031 3.035
H 3.452 3.959 1.643
H 2.281 3.705 -0.487
H 2.116 2.051 -1.080
H 4.639 3.507 -0.170
H 4.595 1.746 -0.189
H 4.337 2.663 -1.676
```

# 3
An isolated ion of composition C3H7N3O and charge +2, computed with ωB97M-V/def2-TZVPD.

The calculation puts the HOMO-LUMO gap at 9.3 eV. As for the charge: +2. As for the multiplicity: 1. For the LUMO energy, the calculation gives -11.9 eV. The energy above the lowest of the compared OMol25 structures with the same formula, charge and spin is 731.0 kJ/mol.

```
14
C3H7N3O ωB97M-V/def2-TZVPD
C 3.099 0.633 0.042
C 1.769 0.472 -0.164
N 0.608 0.227 0.071
N -0.584 0.653 0.136
N -1.651 -0.018 0.039
C -2.016 -1.391 -0.075
O -2.673 0.820 0.010
H 3.324 1.535 -0.541
H 3.852 -0.105 -0.195
H 3.140 0.940 1.121
H -2.691 -1.629 0.700
H -1.170 -2.249 -0.267
H -2.666 -1.565 -0.945
H -2.340 1.677 0.069
```

# 4
A 2-piece molecular cluster, C19H27N3O6 overall, computed with ωB97M-V/def2-TZVPD.

The calculation puts the HOMO-LUMO gap at 9.3 eV. As for the charge: 0. As for the multiplicity: 1. For the LUMO energy, the calculation gives 0.4 eV. The energy above the lowest of the compared OMol25 structures with the same formula, charge and spin is 170.8 kJ/mol.

```
55
C19H27N3O6 ωB97M-V/def2-TZVPD
C -0.721 -0.974 -6.253
N -2.142 -0.920 -5.908
C -2.707 -0.251 -4.899
O -3.927 -0.278 -4.764
C -1.838 0.504 -3.876
C -1.666 -0.328 -2.596
C -0.628 0.202 -1.621
C -0.946 1.264 -0.750
C 0.018 1.756 0.151
C 1.302 1.172 0.192
O 2.233 1.621 1.074
C 1.617 0.103 -0.670
C 0.655 -0.378 -1.578
N -2.432 1.806 -3.562
C -2.044 2.947 -4.125
C -2.842 4.179 -3.769
O -1.097 3.031 -4.896
H -0.562 -1.700 -7.052
H -0.387 0.008 -6.598
H -0.128 -1.269 -5.385
H -2.792 -1.403 -6.511
H -0.847 0.664 -4.301
H -1.380 -1.341 -2.884
H -2.628 -0.402 -2.086
H -1.932 1.703 -0.775
H -0.228 2.571 0.813
H 1.986 2.457 1.471
H 2.604 -0.333 -0.629
H 0.905 -1.194 -2.242
H -3.268 1.810 -3.002
H -2.885 4.284 -2.687
H -3.846 4.081 -4.178
H -2.354 5.050 -4.203
C 3.850 -2.303 5.704
C 3.164 -0.957 5.511
O 3.625 0.015 6.094
N 2.067 -0.797 4.669
C 1.425 0.496 4.483
C 0.169 0.160 3.693
C 0.531 -1.110 2.932
C 1.465 -1.876 3.873
C 0.672 -2.937 4.670
O 0.493 -2.799 5.868
O 0.222 -4.011 3.982
H 4.758 -2.178 6.299
H 4.124 -2.731 4.737
H 3.185 -2.992 6.229
H 2.078 1.166 3.914
H 1.171 0.972 5.437
H -0.658 -0.041 4.383
H -0.125 0.974 3.024
H -0.359 -1.684 2.654
H 1.071 -0.858 2.016
H 2.225 -2.398 3.285
H -0.244 -4.551 4.640
```

# 5
One molecule with the formula C25H29N3O5, computed with ωB97M-V/def2-TZVPD.

The calculation puts the HOMO-LUMO gap at 8.2 eV. As for the charge: 0. As for the multiplicity: 1. For the LUMO energy, the calculation gives 0.7 eV. The energy above the lowest of the compared OMol25 structures with the same formula, charge and spin is 201.6 kJ/mol.

```
62
C25H29N3O5 ωB97M-V/def2-TZVPD
C -1.041 -4.841 1.084
C -1.659 -4.439 -0.252
N -1.438 -3.033 -0.531
C -0.240 -2.638 -1.038
C 0.065 -1.344 -1.298
C 1.393 -0.947 -1.844
O 1.503 -0.289 -2.865
N 2.491 -1.372 -1.159
C 2.497 -1.867 0.199
C 3.244 -0.845 1.093
N 3.186 0.476 0.528
C 2.199 1.407 0.826
C 2.462 2.744 0.519
C 1.556 3.755 0.779
C 0.349 3.454 1.377
C 0.069 2.141 1.715
C 0.965 1.117 1.454
O 0.693 -0.194 1.779
C -0.461 -0.484 2.527
C 3.898 0.561 -0.735
C 3.759 -0.768 -1.512
C -0.935 -0.340 -1.064
C -0.741 1.016 -1.361
C -1.721 1.949 -1.108
O -1.634 3.267 -1.400
C -0.502 3.721 -2.106
C -2.945 1.543 -0.501
O -3.837 2.540 -0.263
C -5.080 2.195 0.297
C -3.141 0.214 -0.213
C -2.154 -0.742 -0.499
C -2.438 -2.133 -0.185
O -3.469 -2.528 0.339
H -1.498 -4.268 1.887
H 0.032 -4.655 1.085
H -1.213 -5.898 1.269
H -2.741 -4.589 -0.214
H -1.237 -5.032 -1.067
H 0.463 -3.434 -1.243
H 1.475 -1.982 0.551
H 3.003 -2.840 0.228
H 4.305 -1.116 1.166
H 2.825 -0.841 2.095
H 3.415 2.996 0.081
H 1.804 4.775 0.524
H -0.378 4.225 1.579
H -0.881 1.918 2.172
H -0.469 0.056 3.479
H -1.376 -0.261 1.970
H -0.419 -1.555 2.724
H 4.960 0.781 -0.561
H 3.466 1.362 -1.335
H 3.770 -0.581 -2.585
H 4.557 -1.470 -1.258
H 0.187 1.311 -1.818
H -0.682 4.778 -2.294
H -0.388 3.193 -3.057
H 0.410 3.606 -1.512
H -5.632 1.502 -0.346
H -4.964 1.748 1.290
H -5.633 3.128 0.382
H -4.055 -0.150 0.229
```

# 6
C14H47Li2N10O19 as an isolated structure, computed with ωB97M-V/def2-TZVPD.

The calculation puts the HOMO-LUMO gap at 4.3 eV. As for the charge: -1. As for the multiplicity: 1. For the LUMO energy, the calculation gives 1.1 eV.

```
92
C14H47Li2N10O19 ωB97M-V/def2-TZVPD
Li -22.174 17.824 27.017
Li -19.495 17.305 25.057
C -18.841 17.937 29.946
C -17.626 17.497 30.461
C -16.625 16.601 29.708
O -15.458 16.276 30.196
C -16.743 16.414 28.369
C -17.899 17.040 27.663
C -19.147 17.620 28.564
O -20.206 17.817 27.950
O -18.052 16.993 26.440
O -17.476 17.853 31.672
H -19.545 18.542 30.499
H -16.061 15.890 27.716
C -23.844 15.904 24.744
C -22.328 15.648 25.203
C -21.732 14.636 24.153
O -21.554 16.778 25.285
H -24.516 15.633 25.559
H -24.098 15.389 23.818
H -24.052 16.966 24.618
H -22.309 15.071 26.127
H -21.663 15.037 23.142
H -22.212 13.660 24.226
H -20.699 14.363 24.370
C -23.412 18.222 21.549
O -23.347 17.019 21.265
N -22.904 18.640 22.663
N -23.733 19.056 20.563
H -22.610 18.018 23.402
H -22.803 19.628 22.846
H -23.789 20.011 20.885
H -24.086 18.770 19.661
C -27.038 19.044 24.260
O -26.531 18.833 25.321
N -27.943 18.404 23.710
N -26.554 19.881 23.488
H -27.969 18.653 22.731
H -28.145 17.519 24.152
H -25.698 20.360 23.727
H -27.012 20.053 22.605
C -21.548 14.276 29.477
O -21.661 14.890 30.509
N -22.036 13.040 29.329
N -20.934 14.707 28.355
H -22.284 12.712 30.251
H -22.266 12.716 28.400
H -20.509 15.622 28.312
H -20.974 14.060 27.581
C -25.678 14.012 28.671
O -25.223 15.123 28.579
N -25.092 13.109 29.383
N -26.925 13.775 28.502
H -25.439 12.216 29.701
H -24.102 13.280 29.491
H -27.326 14.701 28.535
H -27.296 12.887 28.807
C -20.543 22.113 27.106
O -20.765 21.438 26.128
N -21.020 23.330 27.293
N -19.714 21.620 28.037
H -21.462 23.912 26.595
H -20.486 23.786 28.019
H -19.214 20.744 27.983
H -19.871 22.069 28.928
O -23.829 17.417 28.237
H -23.801 17.898 29.064
H -24.133 16.542 28.478
O -22.312 19.476 30.134
H -21.494 19.137 29.770
H -22.680 18.740 30.623
O -23.603 17.071 31.153
H -23.319 16.164 31.037
H -23.360 17.286 32.053
O -23.165 21.320 24.209
H -23.311 22.211 24.528
H -23.473 21.336 23.303
O -19.346 19.190 24.573
H -18.757 19.932 24.434
H -20.221 19.577 24.584
O -25.247 20.488 26.958
H -24.329 20.222 27.004
H -25.666 19.814 26.424
O -26.312 18.253 29.478
H -25.979 17.965 30.328
H -26.256 17.475 28.923
O -24.587 21.027 30.591
H -24.756 20.546 31.401
H -25.096 20.564 29.926
O -22.654 19.607 26.316
H -21.903 20.177 26.483
H -23.065 19.975 25.534
```

# 7
A 2-piece molecular cluster, C6H14N4O overall, computed with ωB97M-V/def2-TZVPD.

The calculation puts the HOMO-LUMO gap at 8.7 eV. As for the charge: +2. As for the multiplicity: 1. For the LUMO energy, the calculation gives -8.2 eV. The energy above the lowest of the compared OMol25 structures with the same formula, charge and spin is 70.6 kJ/mol.

```
25
C6H14N4O ωB97M-V/def2-TZVPD
C 1.476 -0.679 -0.369
C -1.825 1.638 -1.677
C -0.151 -1.477 1.412
C 0.989 -1.777 0.577
C 2.991 -0.297 -0.287
C -1.033 0.453 2.525
N -3.076 2.124 -1.685
N 1.490 -2.984 0.556
N -0.978 1.883 -2.671
N -0.678 -0.104 1.457
O 0.700 -0.130 -1.088
H -0.795 -1.899 0.560
H -0.385 -2.118 2.350
H 3.403 -0.817 0.602
H 2.775 0.838 -0.192
H 3.524 -0.611 -1.211
H -1.388 1.544 2.489
H -0.680 0.139 3.517
H -1.269 1.180 -0.852
H -3.441 2.728 -2.386
H -3.638 1.962 -0.908
H 1.337 -3.678 1.351
H 2.026 -3.421 -0.179
H -1.457 2.340 -3.422
H -0.060 1.452 -2.867
```

# 8
One molecule with the formula C6H6, computed with ωB97M-V/def2-TZVPD.

The calculation puts the HOMO-LUMO gap (spin up / spin down) at 7.6 / 7.6 eV. As for the charge: 0. As for the multiplicity: 1. For the LUMO energy (spin up / spin down), the calculation gives -1.4 / -1.4 eV. The energy above the lowest of the compared OMol25 structures with the same formula, charge and spin is 784.3 kJ/mol.

```
12
C6H6 ωB97M-V/def2-TZVPD
C -1.826 0.758 0.133
C -1.018 -0.544 0.140
C 0.425 -0.391 0.098
C 1.649 -0.288 -0.085
C 2.948 -0.309 -0.590
C 4.144 -0.303 -0.995
H -2.884 0.531 -0.028
H -1.729 1.289 1.084
H -1.487 1.418 -0.670
H -1.212 -1.098 -0.794
H -1.330 -1.215 0.949
H 2.321 0.152 0.758
```